Record 1
Molecular formula: C5H10O2
Method: DFT, ωB97M-V with the def2-TZVPD basis set

Geometry as ORCA input:
```
! wB97M-V def2-TZVPD RIJCOSX def2/J DEFGRID3
* xyz 0 1
O 1.58 1.58 0.68
O -0.86 1.18 0.63
C 1.78 0.20 0.46
C 0.90 -0.31 -0.67
C -1.34 1.02 -0.67
C -0.56 -0.14 -0.25
C -1.23 -1.33 0.38
H 1.12 0.24 -1.59
H -0.54 -1.86 1.06
H -2.41 0.91 -0.70
H -0.90 1.65 -1.43
H 1.55 -0.38 1.37
H -1.58 -2.08 -0.36
H -2.10 -0.98 0.95
H 2.83 0.02 0.20
H 0.63 1.67 0.79
H 1.13 -1.39 -0.85
*
```

Kohn-Sham gap	0.3915	hartree
energy relative to the best compared isomer or geometry (same formula, charge and spin)	2.555	eV
E	-346.93153	hartree
E_HOMO	-9.75	eV

---

Record 2
Molecular formula: C5H10O2
Method: DFT, ωB97M-V with the def2-TZVPD basis set

Geometry as ORCA input:
```
! wB97M-V def2-TZVPD RIJCOSX def2/J DEFGRID3
* xyz 0 1
O -0.25 0.05 -0.36
O -1.02 2.91 1.29
C -0.88 -1.15 0.12
C 1.80 1.01 0.08
C -0.89 -2.29 -0.92
C -0.35 2.36 0.45
C 0.39 1.06 0.64
H -1.40 -2.00 -1.84
H -0.22 2.78 -0.57
H 1.41 0.15 -0.49
H 2.09 1.82 -0.60
H 2.58 0.77 0.79
H 0.13 -2.61 -1.18
H -0.36 -1.49 1.02
H -1.41 -3.17 -0.50
H 0.30 0.69 1.68
H -1.91 -0.89 0.38
*
```

Kohn-Sham gap	0.3962	hartree
energy relative to the best compared isomer or geometry (same formula, charge and spin)	3.020	eV
E	-346.91444	hartree
E_HOMO	-9.84	eV

---

Record 3
Molecular formula: C5H10O2
Method: DFT, ωB97M-V with the def2-TZVPD basis set

Geometry as ORCA input:
```
! wB97M-V def2-TZVPD RIJCOSX def2/J DEFGRID3
* xyz 1 2
O -3.17 0.03 0.07
O -0.28 -2.51 -0.75
C 0.13 1.50 0.19
C 2.47 0.28 -0.03
C -1.85 0.22 -0.06
C 1.04 0.47 0.36
C -1.23 1.27 0.61
H 2.89 1.14 -0.59
H -1.32 -0.56 -0.60
H -3.53 0.81 0.52
H 0.54 -0.32 0.92
H -0.85 -3.04 -1.32
H 3.05 0.01 0.89
H 0.61 2.44 -0.07
H 0.60 -2.85 -0.94
H 2.55 -0.62 -0.69
H -1.66 1.71 1.51
*
```

Kohn-Sham gap (alpha / beta)	0.3764 / 0.2614	hartree
energy relative to the best compared isomer or geometry (same formula, charge and spin)	0.797	eV
<S²>	0.764
E	-346.63081	hartree
E_HOMO (alpha / beta)	-14.16 / -14.56	eV

---

Record 4
Molecular formula: C5H10O2S
Method: DFT, ωB97M-V with the def2-TZVPD basis set

Geometry as ORCA input:
```
! wB97M-V def2-TZVPD RIJCOSX def2/J DEFGRID3
* xyz 0 1
S -1.44 -2.42 -0.56
O -1.78 0.14 0.22
O 0.39 1.15 0.02
C 0.42 -0.30 -0.16
C 1.14 -1.13 0.89
C 1.50 3.28 0.48
C 1.56 1.83 -0.29
C -0.99 -0.76 -0.18
H 1.63 2.30 -1.41
H 1.07 -2.11 0.42
H 0.66 -1.18 1.80
H 2.13 -0.63 0.84
H 2.45 1.34 -0.25
H 1.96 3.08 1.52
H 1.16 -0.59 -1.05
H -1.15 0.95 0.34
H 0.38 3.73 0.47
H 2.22 4.02 -0.12
*
```

Kohn-Sham gap	0.3265	hartree
energy relative to the best compared isomer or geometry (same formula, charge and spin)	3.299	eV
E	-745.07019	hartree
E_HOMO	-8.42	eV

---

Record 5
Molecular formula: C5H10O2Si
Method: DFT, ωB97M-V with the def2-TZVPD basis set

Geometry as ORCA input:
```
! wB97M-V def2-TZVPD RIJCOSX def2/J DEFGRID3
* xyz 0 1
Si 3.27 0.37 -0.09
O 0.42 0.89 0.04
O 2.01 -0.72 0.01
C -0.99 1.73 -0.19
C -2.02 0.67 0.15
C -1.64 -0.69 -0.47
C 0.76 -0.39 0.11
C -0.38 -1.35 0.14
H -2.17 0.54 1.23
H -2.47 -1.38 -0.35
H -0.12 -2.26 -0.41
H -0.87 2.54 0.52
H -1.46 -0.55 -1.54
H -0.57 -1.64 1.18
H -2.98 0.99 -0.28
H 4.33 -0.63 -0.23
H 3.33 1.13 1.16
H 3.07 1.24 -1.24
*
```

Kohn-Sham gap (alpha / beta)	0.2619 / 0.2619	hartree
energy relative to the best compared isomer or geometry (same formula, charge and spin)	3.373	eV
E	-636.36899	hartree
E_HOMO (alpha / beta)	-6.45 / -6.45	eV

---

Record 6
Molecular formula: C5H10O3
Method: DFT, ωB97M-V with the def2-TZVPD basis set

Geometry as ORCA input:
```
! wB97M-V def2-TZVPD RIJCOSX def2/J DEFGRID3
* xyz 0 1
O -0.35 -0.69 1.52
O 0.52 -2.17 0.17
O 2.65 0.01 -0.98
C -0.37 -1.38 0.40
C 0.27 0.28 -0.88
C -1.75 -1.49 -0.29
C 1.88 1.60 0.50
C 1.56 0.60 -0.48
H -2.50 -1.96 0.31
H 2.21 1.05 1.37
H -0.65 0.85 -0.56
H -1.10 -0.16 1.50
H -1.55 -2.23 -1.19
H 2.78 2.16 0.07
H 0.27 -0.49 -1.63
H -1.98 -0.53 -0.71
H 2.39 -0.80 -1.50
H 0.99 2.17 0.69
*
```

Kohn-Sham gap	0.3337	hartree
energy relative to the best compared isomer or geometry (same formula, charge and spin)	2.441	eV
E	-422.16686	hartree
E_HOMO	-8.51	eV

---

Record 7
Molecular formula: C5H10O3
Method: DFT, ωB97M-V with the def2-TZVPD basis set

Geometry as ORCA input:
```
! wB97M-V def2-TZVPD RIJCOSX def2/J DEFGRID3
* xyz 0 1
O 0.79 -0.45 -1.11
O 0.39 2.02 -0.41
O -1.61 -0.62 1.22
C 1.14 0.58 1.40
C 0.47 0.98 0.14
C -1.42 0.06 0.23
C -2.51 0.73 -0.56
C 1.67 -1.53 -0.83
H 2.21 0.47 1.21
H -2.83 0.05 -1.35
H 0.73 -0.35 1.80
H -2.13 1.63 -1.05
H 1.44 -2.02 0.13
H -0.26 -0.46 -0.58
H 1.58 -2.28 -1.62
H -3.36 0.98 0.08
H 2.70 -1.17 -0.81
H 1.00 1.38 2.13
*
```

Kohn-Sham gap	0.3080	hartree
energy relative to the best compared isomer or geometry (same formula, charge and spin)	4.233	eV
E	-422.10100	hartree
E_HOMO	-8.13	eV

---

Record 8
Molecular formula: C5H10O3
Method: DFT, ωB97M-V with the def2-TZVPD basis set

Geometry as ORCA input:
```
! wB97M-V def2-TZVPD RIJCOSX def2/J DEFGRID3
* xyz 0 1
O 2.30 1.50 -0.40
O 1.85 0.52 0.56
O 1.11 -0.91 -1.15
C -1.57 0.18 -1.27
C 0.52 -1.30 1.20
C -0.56 -0.43 1.52
C -0.52 0.77 -0.36
C 0.85 -0.34 -0.08
H -0.94 1.44 0.40
H -1.59 -0.68 1.29
H -2.34 -0.39 -0.73
H 2.68 0.92 -1.08
H -1.10 -0.50 -1.99
H -2.09 0.96 -1.83
H -0.39 0.41 2.18
H 1.37 -1.31 1.88
H 0.26 -2.28 0.80
H 0.15 1.44 -0.92
*
```

Kohn-Sham gap	0.2789	hartree
energy relative to the best compared isomer or geometry (same formula, charge and spin)	7.449	eV
E	-421.98284	hartree
E_HOMO	-8.52	eV

---

Record 9
Molecular formula: C5H10O4P
Method: DFT, ωB97M-V with the def2-TZVPD basis set

Geometry as ORCA input:
```
! wB97M-V def2-TZVPD RIJCOSX def2/J DEFGRID3
* xyz -1 3
P 2.53 0.08 -0.52
O -1.02 -1.22 1.89
O 2.27 1.31 0.61
O 3.85 -0.62 -0.22
O 2.38 0.64 -1.86
C -0.74 -0.90 -1.54
C -1.23 -0.11 -0.35
C -0.59 -0.67 0.92
C -2.75 0.00 -0.32
C 1.94 0.94 1.91
H -0.95 1.04 -0.42
H 1.13 1.58 2.14
H -3.17 -0.87 -0.61
H -3.08 0.31 0.63
H 0.25 -0.76 -1.39
H 2.83 1.13 2.45
H -2.96 0.74 -1.06
H -1.00 -2.09 -1.65
H 1.39 -0.15 1.76
H -1.10 -0.40 -2.38
*
```

Kohn-Sham gap (alpha / beta)	0.2180 / 0.2896	hartree
<S²>	2.006
E	-838.79310	hartree
E_HOMO (alpha / beta)	-2.63 / -4.89	eV

---

Record 10
Molecular formula: C5H10O4Tb
Method: DFT, ωB97M-V with the def2-TZVPD basis set

Geometry as ORCA input:
```
! wB97M-V def2-TZVPD RIJCOSX def2/J DEFGRID3
* xyz 0 8
Tb 0.00 2.28 1.07
O -1.43 0.37 0.43
O 1.08 -1.94 0.47
O 1.12 2.32 -0.82
O 1.64 0.80 1.44
C 2.14 1.44 -0.80
C -0.14 -1.65 -0.17
C -2.26 0.57 -0.70
C 2.35 0.62 0.27
C -1.18 -1.00 0.73
H 3.26 0.01 0.34
H -3.19 -0.01 -0.60
H 3.00 1.67 -1.45
H -2.12 -1.55 0.68
H -1.74 0.28 -1.63
H 1.30 -1.27 1.27
H -0.56 -2.60 -0.53
H 0.03 -1.00 -1.04
H -2.48 1.65 -0.75
H -0.82 -1.01 1.77
*
```

Kohn-Sham gap (alpha / beta)	0.2212 / 0.2075	hartree
<S²>	15.858
E	-1321.82296	hartree
E_HOMO (alpha / beta)	-6.23 / -6.24	eV

---

Record 11
Molecular formula: C5H10OP2
Method: DFT, ωB97M-V with the def2-TZVPD basis set

Geometry as ORCA input:
```
! wB97M-V def2-TZVPD RIJCOSX def2/J DEFGRID3
* xyz 0 3
P -0.64 1.64 0.69
P 2.21 0.69 0.20
O 2.14 1.92 -0.63
C 0.94 -0.52 0.09
C -1.98 2.16 -0.53
C 3.90 -0.24 -0.05
C -1.44 -0.77 -0.63
C -0.31 0.09 0.12
H 3.98 -1.12 0.47
H -1.32 -0.84 -1.71
H 4.25 -0.43 -1.10
H -1.90 3.14 -0.78
H -2.41 -0.40 -0.35
H 1.10 -1.57 0.13
H -1.43 -1.76 -0.25
H -1.84 1.46 -1.36
H 4.60 0.49 0.49
H -2.99 1.99 -0.05
*
```

Kohn-Sham gap (alpha / beta)	0.2753 / 0.2789	hartree
<S²>	2.022
E	-954.32945	hartree
E_HOMO (alpha / beta)	-6.92 / -9.35	eV

---

Record 12
Molecular formula: C5H10OS
Method: DFT, ωB97M-V with the def2-TZVPD basis set

Geometry as ORCA input:
```
! wB97M-V def2-TZVPD RIJCOSX def2/J DEFGRID3
* xyz 0 1
S 0.26 -2.02 -1.19
O 1.06 1.98 -0.41
C 0.93 -2.42 0.63
C -1.41 -0.26 -0.04
C -0.01 -0.35 -0.68
C 1.03 0.58 -0.84
C -0.25 2.38 0.16
H 1.44 -3.39 0.66
H 0.05 -2.31 1.32
H -0.17 3.48 0.19
H -0.13 1.75 1.11
H -1.93 -1.11 -0.09
H -1.38 -0.06 1.03
H 1.69 -1.60 0.72
H -2.00 0.45 -0.67
H 1.97 0.67 -1.39
H -1.16 2.24 -0.52
*
```

Kohn-Sham gap	0.3469	hartree
energy relative to the best compared isomer or geometry (same formula, charge and spin)	3.387	eV
E	-669.81198	hartree
E_HOMO	-8.61	eV

---

Record 13
Molecular formula: C5H10OS
Method: DFT, ωB97M-V with the def2-TZVPD basis set

Geometry as ORCA input:
```
! wB97M-V def2-TZVPD RIJCOSX def2/J DEFGRID3
* xyz 0 1
S 0.09 -0.04 2.20
O -0.34 -1.56 -3.49
C 1.70 0.77 2.51
C -0.08 0.55 -0.62
C -0.89 -0.53 -1.36
C -0.55 0.93 0.73
C -0.42 -0.59 -2.81
H 1.76 0.82 3.59
H 2.47 0.16 2.08
H -0.16 0.42 -3.19
H 1.75 1.79 2.14
H -1.62 0.79 0.85
H -0.27 1.93 1.05
H -0.79 -1.50 -0.87
H 0.06 1.39 -1.32
H -1.98 -0.38 -1.36
H 0.96 0.18 -0.66
*
```

Kohn-Sham gap	0.3552	hartree
energy relative to the best compared isomer or geometry (same formula, charge and spin)	0.828	eV
E	-669.90602	hartree
E_HOMO	-8.75	eV